Entry from OMol25: a structure of composition C57H83N3O3P3SSiTi (ωB97M-V/def2-TZVPD).

As for the LUMO energy (alpha / beta): 4.1 / 4.1 eV. The energy above the lowest of the compared OMol25 structures with the same formula, charge and spin is 0.980 eV. The spin multiplicity is 2. As for the net charge: -2. Its HOMO-LUMO gap (alpha / beta) is 4.354 / 5.068 eV. The molar mass comes out at 1059.251 g/mol. For the HOMO energy (alpha / beta), the calculation gives -0.2 / -1.0 eV. As for the total energy: -5173.05653 Eh.

Geometry (Å):
Ti -0.78320 -0.04677 -0.36285
C 2.50733 4.95269 1.67507
C 1.29356 4.02716 1.76384
C 1.01866 3.67566 3.22449
P 1.23499 2.45921 0.75754
C 1.41383 2.99870 -1.03135
C 0.76227 4.35427 -1.30124
C 2.80140 2.92085 -1.65769
C 2.78037 1.60272 1.25682
C 4.04617 2.19265 1.23876
C 5.12937 1.59667 1.86636
C 4.93760 0.40002 2.54042
C 3.69725 -0.22177 2.50910
C 2.59339 0.32742 1.83996
Si 0.90593 -0.65850 1.65054
C 1.59718 -2.38423 2.28835
C 1.21229 -2.84604 3.55929
C 1.70010 -4.01993 4.10955
C 2.61138 -4.79076 3.40168
C 3.01719 -4.35548 2.15236
C 2.53208 -3.16880 1.59075
P 3.07739 -2.59302 -0.07139
C 4.90170 -2.22247 0.14279
C 5.80136 -3.10942 0.99809
C 5.52411 -1.96905 -1.23092
C 2.93527 -4.12761 -1.14432
C 3.99268 -5.23426 -1.13796
C 1.54464 -4.72917 -0.93707
C -0.12671 -0.17243 3.16967
C 0.45982 0.35136 4.33031
C -0.23221 0.40689 5.52795
C -1.51563 -0.13048 5.58628
C -2.09611 -0.64317 4.43609
C -1.45246 -0.61611 3.18909
P -2.26833 -1.22565 1.32180
C -2.50677 -2.93915 2.13195
C -3.82755 -3.67368 1.91421
C -1.35228 -3.86377 1.76687
C -3.90093 -0.28734 1.49057
C -4.36482 0.43042 0.20803
C -4.00058 0.72252 2.64247
H 2.28169 5.90494 2.16847
H 2.79931 5.17131 0.64529
H 3.36747 4.51677 2.18676
H 0.42244 4.57518 1.38594
H 1.89076 3.18498 3.66819
H 0.17546 2.99390 3.33371
H 0.81179 4.58299 3.80202
H 0.80076 2.25361 -1.54550
H 1.34361 5.18098 -0.88151
H -0.25028 4.40998 -0.90027
H 0.69191 4.51101 -2.38251
H 3.45810 3.71997 -1.29817
H 2.71342 3.02951 -2.74455
H 3.27915 1.96215 -1.45501
H 4.18543 3.14036 0.73740
H 6.10361 2.07281 1.84625
H 5.75953 -0.06637 3.07445
H 3.59570 -1.17024 3.02050
H 0.49003 -2.28474 4.13563
H 1.35746 -4.33288 5.09015
H 2.99932 -5.71637 3.81226
H 3.73616 -4.94413 1.60218
H 4.85508 -1.25069 0.64132
H 5.91659 -4.11216 0.58062
H 5.41504 -3.20770 2.01098
H 6.80083 -2.66398 1.06704
H 5.61830 -2.88628 -1.81795
H 6.52664 -1.54324 -1.12137
H 4.92416 -1.26374 -1.80728
H 2.93691 -3.69234 -2.15014
H 4.02908 -5.76747 -0.18688
H 4.99736 -4.86985 -1.35728
H 3.73523 -5.97257 -1.90502
H 1.50564 -5.29573 -0.00339
H 1.30087 -5.39833 -1.76662
H 0.77557 -3.95429 -0.90407
H 1.49217 0.69099 4.29789
H 0.23155 0.82753 6.41439
H -2.06069 -0.14305 6.52596
H -3.09454 -1.06939 4.52044
H -2.43535 -2.74313 3.20211
H -3.98175 -3.97815 0.88261
H -4.69694 -3.09216 2.22879
H -3.81440 -4.58663 2.52135
H -1.31491 -4.05514 0.69583
H -1.46043 -4.82870 2.27663
H -0.39339 -3.44467 2.05330
H -4.62158 -1.07731 1.71199
H -3.86679 0.09102 -0.69428
H -4.17514 1.49964 0.29456
H -5.44138 0.29642 0.07450
H -3.09780 1.32181 2.75058
H -4.19837 0.25099 3.60512
H -4.82470 1.41090 2.43540
C -1.18118 2.28203 -6.08796
C -2.45400 1.81009 -5.38671
N -2.74597 2.49201 -4.14085
C -3.43919 3.76467 -4.20933
C -2.52660 4.98673 -4.12652
C -2.20827 2.09175 -2.92042
S -1.13491 0.73420 -2.92311
N -2.56768 2.85414 -1.91217
C -2.20511 2.67041 -0.62515
O -1.60198 1.58254 -0.18432
C -2.42834 3.70750 0.33353
C -1.96055 3.57184 1.66596
C -2.14132 4.58108 2.58890
C -2.79020 5.76774 2.23952
C -3.25308 5.91718 0.92966
C -3.07924 4.92129 -0.00883
H -0.96135 1.64072 -6.94677
H -0.34050 2.22488 -5.39593
H -1.27446 3.31014 -6.44737
H -2.37376 0.74515 -5.18051
H -3.31586 1.95235 -6.04815
H -4.16695 3.80980 -3.39672
H -3.99230 3.77601 -5.15293
H -2.00185 4.99013 -3.17147
H -3.11547 5.90624 -4.20138
H -1.78745 4.98701 -4.92995
H -1.43960 2.66035 1.93673
H -1.76756 4.44055 3.59838
H -2.93068 6.55694 2.96888
H -3.75606 6.83465 0.63873
H -3.43522 5.04660 -1.02198
O 1.13660 -0.15925 -1.36631
C 1.24093 -0.96123 -2.32335
C 2.14358 -0.66892 -3.50912
C 1.66251 -1.69415 -4.52428
C 0.78208 -2.62767 -3.67917
O 0.35665 -3.69516 -4.08976
N 0.53882 -2.08424 -2.44380
H 3.18114 -0.83325 -3.21025
H 2.03421 0.37558 -3.79680
H 2.44450 -2.25988 -5.03066
H 1.02066 -1.24060 -5.28321
C -4.68225 -2.31038 -1.20592
C -3.17223 -2.33609 -1.54090
C -3.06502 -1.75070 -2.95679
C -2.72554 -3.80568 -1.68715
C -2.24012 -1.65846 -0.48120
H -5.15890 -3.22416 -1.57965
H -5.17407 -1.46801 -1.69526
H -4.89681 -2.23539 -0.14683
H -3.75116 -2.29738 -3.61703
H -2.05499 -1.84466 -3.35424
H -3.33834 -0.69424 -2.97367
H -3.31317 -4.29754 -2.47102
H -2.85387 -4.37824 -0.76867
H -1.67318 -3.85016 -1.98027
H -1.26277 -2.19536 -0.55147

Atomic forces in eV per Å
Ti -0.07 -0.88 -0.11
C 0.03 0.01 0.01
C 0.05 0.15 -0.10
C 0.12 -0.02 0.08
P 0.08 -0.12 -0.16
C 0.09 0.02 0.00
C 0.01 0.05 -0.01
C 0.02 0.03 0.00
C -0.08 -0.11 0.07
C -0.01 0.00 -0.01
C 0.01 -0.04 0.01
C 0.01 0.07 0.07
C -0.07 0.08 0.06
C -0.01 0.11 -0.08
Si 0.02 0.27 -0.09
C 0.04 0.13 0.16
C 0.16 0.01 0.07
C 0.00 0.01 -0.01
C -0.03 0.02 -0.03
C 0.00 0.04 0.00
C 0.12 -0.04 -0.06
P -0.06 -0.05 0.02
C 0.05 -0.01 -0.06
C -0.03 -0.05 -0.02
C 0.00 -0.02 -0.06
C 0.09 -0.01 0.00
C 0.03 0.01 0.02
C -0.09 -0.01 0.07
C 0.03 0.02 0.00
C 0.05 -0.03 0.02
C 0.01 0.01 0.01
C -0.01 -0.02 0.00
C 0.08 -0.06 0.04
C -0.16 0.08 0.05
P 0.23 0.16 -0.21
C 0.05 0.04 0.07
C -0.08 0.06 -0.01
C 0.04 -0.03 -0.07
C 0.00 -0.01 0.03
C 0.08 0.01 0.02
C -0.11 0.01 0.08
H -0.01 0.00 -0.01
H 0.00 -0.02 0.05
H -0.03 0.03 0.01
H 0.06 -0.06 0.03
H 0.00 -0.01 -0.01
H 0.04 0.03 0.01
H 0.02 -0.02 -0.01
H 0.02 -0.02 0.00
H -0.04 -0.03 -0.04
H 0.00 0.01 0.01
H 0.00 -0.01 0.00
H 0.00 -0.02 -0.01
H 0.00 0.02 0.01
H 0.00 -0.01 0.00
H 0.02 -0.03 0.00
H 0.00 0.00 0.00
H 0.00 0.00 -0.01
H -0.03 -0.06 0.00
H -0.04 0.07 0.01
H 0.01 -0.01 0.00
H 0.00 0.00 0.00
H 0.03 -0.04 -0.01
H -0.01 -0.07 -0.08
H -0.01 -0.01 0.01
H -0.03 -0.02 0.06
H -0.01 0.01 -0.02
H -0.01 0.01 0.01
H -0.01 -0.01 0.00
H -0.02 0.03 -0.02
H 0.03 0.02 -0.03
H -0.02 0.00 0.00
H -0.03 0.02 0.01
H 0.01 0.01 0.00
H 0.00 0.00 0.01
H -0.02 0.02 0.01
H 0.04 -0.05 -0.02
H -0.02 0.00 0.01
H -0.01 0.00 0.00
H 0.00 0.00 0.00
H 0.08 -0.02 0.03
H 0.01 0.01 0.00
H 0.01 0.04 -0.08
H -0.01 0.03 -0.01
H -0.01 0.01 -0.01
H -0.06 -0.02 -0.07
H 0.00 0.01 0.01
H -0.18 -0.10 -0.09
H -0.05 -0.07 -0.07
H 0.03 -0.04 -0.04
H 0.02 0.00 -0.02
H -0.03 0.01 0.02
H -0.03 0.00 -0.07
H -0.01 0.11 -0.13
H -0.05 -0.02 0.00
C 0.01 0.01 -0.03
C -0.02 0.02 0.08
N 0.12 -0.02 -0.01
C -0.09 0.01 -0.02
C 0.00 0.03 0.00
C -0.14 0.14 0.12
S 0.10 0.34 0.02
N -0.02 -0.05 0.06
C 0.20 0.20 -0.03
O -0.07 -0.13 0.34
C -0.04 0.05 -0.06
C -0.18 -0.06 -0.06
C -0.09 -0.02 -0.01
C 0.02 0.00 0.03
C -0.01 0.04 -0.03
C 0.03 -0.08 0.06
H -0.01 0.02 0.01
H 0.00 -0.01 0.01
H 0.00 -0.02 0.03
H 0.02 -0.04 0.04
H 0.02 0.00 0.02
H 0.02 0.01 -0.02
H 0.01 0.01 -0.02
H 0.00 -0.01 -0.01
H 0.01 -0.01 0.00
H -0.01 0.00 0.00
H -0.06 0.04 -0.01
H -0.03 0.04 -0.04
H 0.01 -0.01 -0.01
H 0.01 -0.01 0.01
H -0.01 0.00 -0.04
O -0.28 -0.11 0.07
C -0.15 0.13 -0.09
C 0.11 -0.08 0.11
C -0.02 0.04 0.01
C 0.04 -0.05 -0.02
O 0.03 0.04 0.02
N 0.02 0.10 -0.03
H 0.04 0.02 0.03
H -0.04 0.01 -0.03
H 0.00 -0.01 0.01
H 0.01 -0.02 0.00
C 0.03 -0.04 -0.05
C 0.04 0.03 -0.09
C -0.06 -0.03 0.02
C 0.03 0.02 0.02
C 0.10 0.02 -0.04
H 0.01 0.03 -0.02
H 0.00 0.02 0.04
H 0.03 -0.05 0.19
H 0.00 -0.02 -0.03
H -0.02 0.00 0.03
H -0.01 -0.10 0.02
H 0.01 0.01 0.00
H 0.00 0.02 0.04
H -0.02 0.00 0.00
H -0.02 -0.08 0.10